[1]
ORCA calculation (ωB97M-V/def2-TZVPD) on 4 unconnected molecules or ions with the total composition C37H70BrFN2O14P in a non-equilibrium geometry.

Last column: Mulliken charge in e.
CARTESIAN COORDINATES (ANGSTROEM)
C (1.777, 4.482, 4.844)  -0.52
C (3.145, 3.631, 5.029)  -0.33
C (4.275, 4.004, 3.917)  -0.78
C (3.731, 3.370, 2.522)  0.79
C (4.831, 3.476, 1.357)  -0.54
C (4.445, 2.586, 0.078)  -0.58
C (2.981, 2.948, -0.539)  -0.78
C (1.928, 1.901, 0.083)  0.36
C (0.474, 2.582, 0.410)  -0.85
C (-0.021, 2.378, 1.906)  -0.62
C (-1.043, 1.225, 2.278)  -1.79
N (-0.442, -0.163, 2.434)  0.73
C (-0.162, -0.907, 1.195)  0.41
O (1.161, -1.100, 0.726)  -0.24
C (2.251, -1.220, 1.623)  0.06
C (2.598, -2.731, 2.148)  -0.50
C (4.218, -2.950, 2.140)  -0.40
C (4.512, -4.169, 3.191)  -0.96
P (-0.933, -2.681, 1.445)  0.28
O (-0.119, -3.623, 0.233)  -0.52
Br (-0.540, -3.467, 3.525)  -0.21
C (-0.949, -0.373, -0.135)  -1.73
C (-2.258, 0.501, 0.099)  -0.07
C (-3.477, -0.396, -0.479)  -0.94
O (-3.305, -0.610, -1.931)  -0.26
O (-4.011, -1.705, -2.310)  -0.37
C (-2.488, 1.201, 1.522)  2.63
C (-2.808, 2.777, 1.281)  -1.12
C (-4.318, 3.157, 0.940)  -0.60
C (-4.766, 2.773, -0.576)  0.58
O (-4.037, 2.970, -1.566)  -0.49
O (-6.057, 2.139, -0.686)  -0.47
C (-3.597, 0.548, 2.469)  -0.93
O (-3.397, 0.191, 3.680)  -0.57
N (-5.051, 0.327, 2.096)  -0.05
C (-5.484, -0.978, 2.666)  0.57
O (-6.254, -0.983, 3.648)  -0.50
F (-5.110, -2.229, 2.125)  -0.18
H (1.614, 5.054, 5.830)  0.34
H (0.910, 3.730, 4.711)  -0.08
H (1.824, 5.204, 3.961)  0.20
H (2.854, 2.520, 4.914)  0.11
H (3.544, 3.744, 6.107)  0.39
H (4.463, 5.130, 3.852)  0.19
H (5.257, 3.467, 4.159)  0.40
H (3.453, 2.275, 2.780)  -0.27
H (2.767, 3.952, 2.257)  -0.12
H (4.838, 4.575, 1.005)  -0.06
H (5.871, 3.209, 1.783)  0.39
H (5.229, 2.832, -0.740)  0.36
H (4.564, 1.478, 0.329)  0.14
H (2.740, 4.044, -0.330)  0.36
H (3.064, 2.762, -1.675)  0.40
H (1.821, 1.048, -0.679)  0.37
H (2.375, 1.497, 1.071)  -0.87
H (0.676, 3.718, 0.281)  0.63
H (-0.257, 2.317, -0.424)  0.32
H (-0.363, 3.413, 2.298)  0.69
H (0.938, 2.167, 2.532)  0.11
H (-1.324, 1.491, 3.377)  0.34
H (0.312, -0.042, 3.130)  0.71
H (-1.188, -0.694, 2.952)  0.58
H (3.207, -0.929, 1.030)  0.16
H (2.285, -0.559, 2.554)  0.05
H (2.291, -2.804, 3.243)  0.31
H (2.179, -3.546, 1.472)  -0.07
H (4.783, -2.049, 2.564)  0.29
H (4.620, -3.193, 1.097)  0.37
H (5.350, -3.878, 3.933)  0.29
H (3.595, -4.400, 3.850)  0.27
H (4.782, -5.142, 2.659)  0.26
H (0.191, -4.474, 0.617)  0.34
H (-0.172, 0.182, -0.789)  0.05
H (-1.174, -1.333, -0.746)  0.94
H (-2.196, 1.376, -0.663)  0.55
H (-3.386, -1.436, -0.005)  0.39
H (-4.506, 0.082, -0.378)  0.19
H (-3.471, -2.483, -2.021)  0.34
H (-2.531, 3.386, 2.228)  0.37
H (-2.174, 3.229, 0.425)  0.20
H (-4.352, 4.318, 0.935)  0.45
H (-5.101, 2.860, 1.721)  0.38
H (-6.743, 2.695, -0.250)  0.35
H (-5.552, 1.015, 2.697)  0.35
O (-3.211, -6.293, -3.847)  -0.55
C (-4.342, -5.951, -3.580)  0.72
O (-5.063, -6.640, -2.677)  -0.37
C (-6.348, -6.237, -2.182)  -0.27
C (-7.452, -6.639, -3.138)  -0.99
C (-4.986, -4.805, -4.309)  -1.03
H (-6.358, -5.169, -1.949)  0.25
H (-6.488, -6.760, -1.233)  0.31
H (-7.340, -6.159, -4.113)  0.28
H (-8.431, -6.369, -2.733)  0.36
H (-7.430, -7.717, -3.315)  0.31
H (-5.329, -5.150, -5.285)  0.29
H (-4.243, -4.015, -4.442)  0.32
H (-5.821, -4.351, -3.776)  0.36
O (3.077, 7.613, 1.559)  -0.57
C (4.131, 8.172, 1.348)  0.85
O (5.200, 7.466, 0.935)  -0.37
C (6.446, 8.041, 0.515)  -0.38
C (7.323, 8.371, 1.706)  -0.99
C (4.286, 9.641, 1.622)  -1.10
H (6.278, 8.900, -0.138)  0.35
H (6.943, 7.283, -0.095)  0.33
H (6.856, 9.109, 2.361)  0.27
H (8.288, 8.766, 1.377)  0.38
H (7.496, 7.478, 2.312)  0.29
H (4.429, 9.791, 2.693)  0.26
H (3.376, 10.153, 1.300)  0.32
H (5.107, 10.111, 1.082)  0.36
O (-1.239, -9.598, -9.637)  -0.56
C (-1.058, -8.758, -8.786)  0.71
O (-0.953, -9.114, -7.492)  -0.38
C (-0.591, -8.221, -6.429)  -0.62
C (-1.789, -7.427, -5.949)  -0.65
C (-1.028, -7.299, -9.147)  -0.86
H (0.248, -7.585, -6.723)  0.39
H (-0.228, -8.849, -5.611)  0.33
H (-2.203, -6.800, -6.743)  0.21
H (-1.515, -6.784, -5.113)  0.31
H (-2.590, -8.099, -5.631)  0.30
H (-2.050, -6.942, -9.272)  0.23
H (-0.484, -7.185, -10.087)  0.30
H (-0.514, -6.670, -8.420)  0.31

Computed properties:
- charge = +1
- max |F| (eV/Å) = 5.42
- DFT total energy (eV) = -153182.4270
- spin multiplicity = 1
- orbital gap (Eh) = 0.273

[2]
ORCA calculation (ωB97M-V/def2-TZVPD) on a molecular structure, C39H40LuN4O3P.

Last column: Mulliken charge in e.
CARTESIAN COORDINATES (ANGSTROEM)
Lu (0.627, -0.637, 0.002)  1.37
C (4.881, -0.454, -1.282)  -1.32
C (4.082, -1.309, -2.223)  1.09
C (4.692, -2.355, -2.904)  -0.99
C (3.969, -3.181, -3.747)  -0.84
C (2.610, -2.970, -3.913)  -1.03
C (1.970, -1.929, -3.256)  0.79
C (0.495, -1.687, -3.448)  -0.72
C (2.710, -1.086, -2.419)  -0.29
N (2.049, -0.054, -1.706)  0.72
C (2.449, 1.212, -1.921)  -0.29
O (3.122, 1.653, -2.845)  -0.73
C (2.030, 2.143, -0.800)  0.57
C (2.510, 3.438, -0.716)  -1.01
C (2.248, 4.162, 0.439)  -0.74
C (1.544, 3.567, 1.476)  -1.10
C (1.086, 2.271, 1.308)  0.17
N (1.322, 1.592, 0.186)  0.40
C (0.476, 1.473, 2.451)  -0.23
O (0.374, 2.005, 3.550)  -0.73
N (0.179, 0.207, 2.110)  1.09
C (0.048, -0.743, 3.162)  -0.51
C (-1.190, -1.314, 3.485)  0.75
C (-2.444, -0.830, 2.817)  -0.95
C (-1.251, -2.318, 4.445)  -0.94
C (-0.110, -2.761, 5.089)  -0.95
C (1.112, -2.186, 4.776)  -1.00
C (1.209, -1.181, 3.824)  1.50
C (2.549, -0.600, 3.465)  -1.18
H (5.823, -0.939, -1.028)  0.48
H (4.327, -0.265, -0.358)  0.06
H (5.100, 0.513, -1.740)  0.28
H (5.753, -2.526, -2.762)  0.41
H (4.460, -3.991, -4.272)  0.40
H (2.039, -3.622, -4.564)  0.40
H (0.072, -2.423, -4.131)  0.52
H (0.314, -0.690, -3.856)  0.20
H (-0.047, -1.765, -2.499)  0.03
H (3.091, 3.829, -1.540)  0.62
H (2.629, 5.169, 0.545)  0.44
H (1.363, 4.070, 2.415)  0.60
H (-2.656, 0.202, 3.102)  0.27
H (-3.298, -1.447, 3.099)  0.50
H (-2.334, -0.849, 1.737)  -0.04
H (-2.217, -2.745, 4.693)  0.43
H (-0.168, -3.547, 5.832)  0.39
H (2.007, -2.526, 5.284)  0.39
H (3.340, -1.062, 4.054)  0.50
H (2.571, 0.475, 3.647)  0.31
H (2.763, -0.769, 2.405)  0.05
N (-2.219, -3.920, 0.641)  -0.33
C (-1.128, -3.167, 0.468)  0.34
O (-1.217, -2.082, -0.142)  -0.26
C (0.176, -3.671, 1.016)  -0.62
C (1.378, -2.915, 0.402)  -1.43
H (-3.114, -3.572, 0.340)  0.25
H (-2.187, -4.758, 1.193)  0.23
H (0.207, -4.756, 0.854)  0.56
H (0.140, -3.512, 2.100)  0.07
H (1.593, -3.403, -0.561)  0.37
H (2.245, -3.154, 1.026)  0.46
C (-2.870, -0.357, -2.238)  -1.90
P (-1.798, 0.661, -1.144)  2.46
C (-2.955, 1.190, 0.178)  -0.18
C (-4.234, 0.682, 0.365)  -0.20
C (-5.048, 1.193, 1.369)  -0.74
C (-4.589, 2.208, 2.193)  -0.64
C (-3.305, 2.709, 2.020)  -0.68
C (-2.495, 2.202, 1.021)  -0.28
C (-1.803, 2.224, -2.122)  0.09
C (-0.634, 2.611, -2.770)  -0.36
C (-0.588, 3.789, -3.504)  -0.70
C (-1.717, 4.584, -3.601)  -0.62
C (-2.898, 4.189, -2.984)  -0.73
C (-2.944, 3.016, -2.249)  -0.73
H (-3.818, 0.150, -2.416)  0.55
H (-3.039, -1.339, -1.799)  0.42
H (-2.351, -0.487, -3.188)  0.44
H (-4.608, -0.117, -0.264)  0.33
H (-6.043, 0.788, 1.504)  0.43
H (-5.224, 2.608, 2.974)  0.37
H (-2.933, 3.495, 2.665)  0.42
H (-1.496, 2.599, 0.883)  0.36
H (0.241, 1.976, -2.711)  0.51
H (0.331, 4.078, -3.997)  0.51
H (-1.682, 5.510, -4.160)  0.38
H (-3.787, 4.802, -3.070)  0.42
H (-3.868, 2.729, -1.763)  0.35

Computed properties:
- max |F| (eV/Å) = 0.96
- DFT total energy (eV) = -96110.4863
- spin multiplicity = 1
- orbital gap (Eh) = 0.296

[3]
ORCA calculation (ωB97M-V/def2-TZVPD) on a molecular structure, C38H42BF3O4 in a non-equilibrium geometry.

Last column: Mulliken charge in e.
CARTESIAN COORDINATES (ANGSTROEM)
C (5.871, -4.869, 0.113)  -0.81
O (5.417, -4.491, -1.207)  -0.43
C (4.794, -3.294, -1.372)  0.90
C (4.289, -3.020, -2.671)  -0.68
C (3.573, -1.866, -2.903)  -0.63
C (3.323, -0.919, -1.869)  0.55
C (2.518, 0.237, -2.129)  -0.33
C (2.323, 1.294, -1.233)  0.71
C (1.254, 2.206, -1.295)  -0.74
C (0.858, 2.939, -0.111)  0.28
C (-0.501, 3.234, 0.205)  -0.43
C (-0.852, 3.925, 1.343)  -0.66
C (0.153, 4.394, 2.232)  0.90
O (-0.259, 5.157, 3.282)  -0.43
C (0.739, 5.733, 4.157)  -0.82
C (1.509, 4.071, 1.970)  -0.80
C (1.832, 3.352, 0.831)  -0.43
C (3.869, -1.193, -0.585)  -0.67
C (4.599, -2.348, -0.333)  -0.59
H (6.289, -5.867, -0.030)  0.24
H (6.641, -4.182, 0.476)  0.33
H (5.032, -4.911, 0.825)  0.35
H (4.472, -3.753, -3.450)  0.43
H (3.186, -1.669, -3.902)  0.47
H (2.007, 0.284, -3.091)  0.31
H (3.030, 1.371, -0.398)  0.03
H (0.492, 2.057, -2.067)  0.44
H (-1.291, 2.890, -0.469)  0.38
H (-1.886, 4.156, 1.594)  0.42
H (0.160, 6.331, 4.863)  0.24
H (1.293, 4.951, 4.692)  0.33
H (1.435, 6.374, 3.600)  0.35
H (2.290, 4.406, 2.655)  0.36
H (2.880, 3.125, 0.640)  0.41
H (3.698, -0.494, 0.230)  0.33
H (5.004, -2.540, 0.663)  0.36
C (2.526, 7.988, -6.562)  -1.98
C (2.661, 6.906, -7.621)  1.75
C (2.068, 7.414, -8.920)  -1.94
C (4.160, 6.351, -7.733)  1.62
C (4.404, 5.661, -9.077)  -1.84
C (5.247, 7.378, -7.516)  -1.89
O (4.212, 5.387, -6.675)  -1.02
B (2.889, 4.859, -6.669)  1.32
C (2.817, 3.401, -7.336)  0.01
C (1.737, 3.057, -8.136)  -0.24
C (1.714, 1.806, -8.776)  -1.03
C (2.782, 0.940, -8.609)  0.49
C (2.766, -0.429, -9.243)  0.74
F (3.860, -0.623, -10.046)  -0.27
F (2.793, -1.416, -8.290)  -0.26
F (1.661, -0.642, -10.011)  -0.29
C (3.887, 1.295, -7.849)  -1.16
C (3.909, 2.544, -7.226)  -0.75
C (2.444, 4.670, -4.644)  0.08
C (2.473, 3.224, -4.325)  -1.04
C (1.210, 5.436, -4.490)  0.92
C (1.192, 6.519, -3.593)  -0.41
C (0.015, 7.216, -3.351)  -0.82
C (-1.164, 6.849, -4.013)  -0.47
C (-1.149, 5.790, -4.932)  -0.85
C (0.029, 5.096, -5.180)  0.03
O (1.925, 5.759, -7.191)  -0.62
H (2.933, 8.933, -6.943)  0.43
H (1.466, 8.137, -6.324)  0.37
H (3.053, 7.716, -5.640)  0.32
H (2.654, 8.271, -9.278)  0.34
H (2.053, 6.641, -9.695)  0.38
H (1.041, 7.754, -8.745)  0.45
H (4.468, 6.413, -9.873)  0.40
H (5.362, 5.128, -9.042)  0.44
H (3.620, 4.935, -9.330)  0.23
H (5.168, 8.156, -8.285)  0.32
H (5.181, 7.836, -6.527)  0.33
H (6.224, 6.896, -7.620)  0.49
H (0.902, 3.743, -8.288)  0.43
H (0.867, 1.533, -9.393)  0.46
H (4.729, 0.616, -7.738)  0.40
H (4.793, 2.835, -6.652)  0.64
H (3.342, 5.232, -4.336)  0.43
H (3.459, 2.803, -4.566)  0.33
H (2.274, 3.094, -3.251)  -0.19
H (1.711, 2.686, -4.901)  0.37
H (2.123, 6.773, -3.079)  0.42
H (0.025, 8.039, -2.637)  0.41
H (-2.090, 7.389, -3.815)  0.41
H (-2.061, 5.497, -5.457)  0.39
H (0.050, 4.272, -5.896)  0.24

Computed properties:
- max |F| (eV/Å) = 2.05
- DFT total energy (eV) = -57104.8401
- spin multiplicity = 1
- orbital gap (Eh) = 0.106
- energy relative to the best compared isomer or geometry (same formula, charge and spin) (kJ/mol) = 354.16